Computed, not measured: a 2-piece molecular cluster, C2H11N5O overall in a non-equilibrium geometry, with ωB97M-V/def2-TZVPD.

Last column: natural (NBO) charge in e.
Geometry (Å):
C (-0.9678, 0.4162, -0.3940)  -0.0442
C (-2.2997, 2.4439, -1.2200)  0.5340
N (-1.2020, 1.9112, -0.8337)  -0.5178
N (1.0931, 0.1907, 0.5098)  -0.6829
N (2.3040, -3.7762, 0.7776)  -0.2646
N (-0.2148, 0.1571, 0.7754)  -0.4257
N (2.6056, -2.9529, 1.6766)  -0.0414
O (-2.3300, 3.7220, -1.3908)  -0.5675
H (-1.9734, 0.1069, -0.3266)  0.2036
H (-0.4768, -0.1228, -1.2258)  0.2247
H (-3.2836, 1.9468, -0.9576)  0.2223
H (-0.3638, 2.5394, -0.8871)  0.4365
H (1.4936, 0.8766, -0.1037)  0.3647
H (3.5104, -3.2078, 2.2490)  0.4137
H (1.4492, -3.4839, 0.3123)  0.4415
H (2.7954, -4.6484, 0.5864)  0.4508
H (-0.4932, 0.6475, 1.5505)  0.3734
H (1.5780, -0.7563, 0.5339)  0.3447
H (-3.2243, 3.9898, -1.6321)  0.5344

Atoms 1-3, force components in eV/Å:
C -0.5 0.1 -0.9
C -1.6 -0.3 3.0
N 2.7 -0.5 -0.2

Calculated values
charge	+2
orbital gap	6.1	eV
LUMO level	-9.94	eV
electronic energy	-431.0606	Ha
ΔE to the lowest compared entry with this formula, charge and spin	60.04	kcal/mol
HOMO	-0.5878	Ha